No. 1
# C4H4IN3O2

C4H4IN3O2 in the gas phase (ωB97M-V/def2-TZVPD, the Open Molecules 2025 dataset).

Structure (XYZ):
```
14
Properties=species:S:1:pos:R:3:lowdin_spin:R:1
C 1.31346 -0.28236 -1.36135 0.13
C 2.40194 -0.00696 -2.01642 0.30
C 1.82555 2.71044 -0.71326 0.50
C -0.45692 0.41649 0.43253 0.02
N 0.92336 1.94355 -0.53854 0.26
N 0.76543 0.68508 -0.42822 0.29
N 3.09002 1.06227 -2.41253 0.02
O 2.49271 1.67650 -3.32683 0.12
O 4.17565 1.30001 -1.99947 0.05
I 2.18271 4.24978 -1.96758 0.26
H 0.76755 -1.11539 -1.28448 0.01
H -0.19373 -0.59450 0.74487 0.00
H -0.66083 1.13103 1.28060 0.00
H -1.39537 0.45453 -0.32059 0.02
```

Summary:
gap between HOMO and LUMO (alpha / beta)	0.261 / 0.209	Ha
net charge	0
2S+1	3
energy above the lowest of the compared OMol25 structures with the same formula, charge and spin	115.9	kcal/mol


No. 2
# C4H4KO

A molecular structure, C4H4KO (ωB97M-V/def2-TZVPD, the Open Molecules 2025 dataset).

Structure (XYZ):
```
10
Properties=species:S:1:pos:R:3:mulliken_charge:R:1
H 0.42773 1.51501 -0.00733 0.36
C -2.27681 -0.35271 0.99373 -0.33
C -1.26335 -0.98767 0.72142 -0.05
H -3.32503 -0.17609 1.16847 0.36
C 0.12115 -1.05406 0.38345 -0.42
C 0.61712 -0.33892 -0.65316 -0.09
O 1.10886 0.91569 -0.52727 -0.47
K 3.55671 2.29437 -1.61591 0.98
H 0.80936 -1.31121 1.19567 0.31
H 0.22426 -0.50442 -1.65908 0.36
```

Summary:
gap between HOMO and LUMO (alpha / beta)	0.258 / 0.259	Ha
net charge	+1
energy above the lowest of the compared OMol25 structures with the same formula, charge and spin	55.0	kcal/mol


No. 3
# C4H4KO2

A molecular structure, C4H4KO2 (ωB97M-V/def2-TZVPD, the Open Molecules 2025 dataset).

Structure (XYZ):
```
11
Properties=species:S:1:pos:R:3:mulliken_charge:R:1
H 0.99475 -0.25834 1.58092 0.31
O 2.49592 1.09614 -2.04874 -0.27
C 1.62227 0.53956 -1.53205 0.77
C 0.50445 0.03475 -1.01760 -0.61
C -0.03210 -0.07973 1.24439 -0.18
C -0.92381 -1.09520 1.09436 -0.45
O -0.07009 0.80661 0.20516 -0.35
K -2.07712 2.61259 -0.15389 0.98
H 0.03156 -0.75108 -1.60960 0.35
H -1.92493 -0.84697 0.73164 0.19
H -0.62089 -2.05834 1.50542 0.26
```

Summary:
gap between HOMO and LUMO	0.314	Ha
net charge	+1
energy above the lowest of the compared OMol25 structures with the same formula, charge and spin	56.8	kcal/mol


No. 4
# C4H4Li2O2Pt

A molecular structure, C4H4Li2O2Pt (ωB97M-V/def2-TZVPD, the Open Molecules 2025 dataset).

Structure (XYZ):
```
13
Properties=species:S:1:pos:R:3:lowdin_spin:R:1
O -2.09488 -1.12833 -1.68362 0.07
C -0.94570 -0.68558 -1.46966 0.15
C -0.00375 -0.27211 -0.70448 0.13
Li -3.50340 -0.09560 -2.41697 0.00
Li -2.30441 -2.44903 -0.29666 0.00
H 0.04813 0.43526 -1.82918 0.01
C 1.80246 0.64058 1.56397 0.13
C 0.58254 1.17486 1.12855 0.53
O 2.20904 -0.53099 1.20292 0.27
H 2.56891 1.32723 1.95782 0.02
H 0.59226 2.24347 0.88651 0.02
H -0.27024 0.76365 1.68855 0.01
Pt 1.31905 -1.42343 -0.02775 0.65
```

Summary:
gap between HOMO and LUMO (alpha / beta)	0.242 / 0.282	Ha
net charge	+2
2S+1	3
energy above the lowest of the compared OMol25 structures with the same formula, charge and spin	105.9	kcal/mol


No. 5
# C4H4Li2O2V

A molecular structure, C4H4Li2O2V (ωB97M-V/def2-TZVPD, the Open Molecules 2025 dataset).

Structure (XYZ):
```
13
Properties=species:S:1:pos:R:3:lowdin_spin:R:1
O -2.38518 -1.19375 -1.53877 0.02
C -1.20174 -0.87817 -1.60336 0.03
C -0.04701 -0.39081 -1.42927 0.04
Li -3.78824 0.15156 -1.41374 0.00
Li -2.70388 -3.08767 -1.17820 0.01
H 0.31346 -0.11296 -2.47920 0.01
C 1.94114 0.75151 1.69777 0.02
C 0.88295 1.57446 1.46314 -0.04
O 2.08800 -0.45812 1.20810 -0.02
H 2.82820 1.15969 2.20763 0.00
H 0.97439 2.62995 1.72527 0.00
H -0.12105 1.13513 1.46192 0.00
V 1.21895 -1.28082 -0.12129 2.91
```

Summary:
gap between HOMO and LUMO (alpha / beta)	0.220 / 0.219	Ha
net charge	+2
2S+1	4


No. 6
# C4H4LiO2Rb

A molecular structure, C4H4LiO2Rb (ωB97M-V/def2-TZVPD, the Open Molecules 2025 dataset).

Structure (XYZ):
```
12
Properties=species:S:1:pos:R:3:mulliken_charge:R:1
O -2.44400 0.84011 -0.24309 -0.74
C -1.40105 0.28366 -0.76014 -0.09
C -0.52102 -0.51509 -0.11497 -0.10
C 0.68827 -0.89327 0.31174 -0.48
C 1.62810 0.11885 0.73736 0.36
O 2.74058 -0.10937 1.21868 -0.32
Li 3.93960 -1.41914 1.61080 -0.02
H -1.88278 -1.70825 -3.16685 0.01
H -1.03533 0.66814 -1.73491 0.28
H 1.06521 -1.92066 0.22887 0.15
H 1.34316 1.16648 0.51827 0.39
Rb -4.12073 3.48855 1.39423 0.57
```

Summary:
gap between HOMO and LUMO (alpha / beta)	0.253 / 0.047	Ha
net charge	0
energy above the lowest of the compared OMol25 structures with the same formula, charge and spin	79.1	kcal/mol


No. 7
# C4H4LiO2Sc

A molecular structure, C4H4LiO2Sc (ωB97M-V/def2-TZVPD, the Open Molecules 2025 dataset).

Structure (XYZ):
```
12
Properties=species:S:1:pos:R:3:lowdin_spin:R:1
O 0.75875 -5.21399 -2.94943 0.01
C 1.15082 -4.08115 -2.42817 0.04
C 2.39210 -4.02437 -1.79491 0.00
H -0.18029 -5.39659 -2.79877 0.00
H 2.90934 -3.06035 -1.89187 0.00
H 3.01637 -4.92038 -1.86466 0.00
C 0.02733 -2.78761 -2.44032 0.05
C -0.03213 -2.07643 -1.33098 0.59
O 0.56544 -2.01796 -0.20335 0.12
Sc 1.86273 -3.52813 0.34147 0.18
H -0.69252 -2.79738 -3.25439 0.00
Li 0.18333 -0.40867 0.74512 0.01
```

Summary:
gap between HOMO and LUMO (alpha / beta)	0.224 / 0.259	Ha
net charge	+3
2S+1	2


No. 8
# C4H4LiO5

A molecular structure, C4H4LiO5 (ωB97M-V/def2-TZVPD, the Open Molecules 2025 dataset).

Structure (XYZ):
```
14
Properties=species:S:1:pos:R:3:mulliken_charge:R:1
O 0.35709 -1.10400 1.43607 -0.84
C 0.32854 0.15999 1.44484 0.43
O -0.07307 0.84282 2.40615 -0.70
Li 1.24630 -1.71709 -0.11675 0.82
C 1.78128 0.66538 0.64418 0.78
O 2.10424 -0.02781 -0.33861 -0.86
O 2.28133 1.69219 1.09076 -0.66
O -0.85671 1.69046 -0.42539 -0.43
C -1.50518 0.63498 -0.60520 0.18
H -2.11561 0.25714 0.24867 0.26
C -0.94093 -0.55352 -1.32125 -0.67
H -1.02301 -1.34672 -0.55609 0.12
H -1.62960 -0.82907 -2.13604 0.40
H 0.04533 -0.36474 -1.77133 0.17
```

Summary:
gap between HOMO and LUMO	0.195	Ha
net charge	-1
energy above the lowest of the compared OMol25 structures with the same formula, charge and spin	42.3	kcal/mol


Repeat the first record exactly.
# C4H4IN3O2

C4H4IN3O2 in the gas phase (ωB97M-V/def2-TZVPD, the Open Molecules 2025 dataset).

Structure (XYZ):
```
14
Properties=species:S:1:pos:R:3:lowdin_spin:R:1
C 1.31346 -0.28236 -1.36135 0.13
C 2.40194 -0.00696 -2.01642 0.30
C 1.82555 2.71044 -0.71326 0.50
C -0.45692 0.41649 0.43253 0.02
N 0.92336 1.94355 -0.53854 0.26
N 0.76543 0.68508 -0.42822 0.29
N 3.09002 1.06227 -2.41253 0.02
O 2.49271 1.67650 -3.32683 0.12
O 4.17565 1.30001 -1.99947 0.05
I 2.18271 4.24978 -1.96758 0.26
H 0.76755 -1.11539 -1.28448 0.01
H -0.19373 -0.59450 0.74487 0.00
H -0.66083 1.13103 1.28060 0.00
H -1.39537 0.45453 -0.32059 0.02
```

Summary:
gap between HOMO and LUMO (alpha / beta)	0.261 / 0.209	Ha
net charge	0
2S+1	3
energy above the lowest of the compared OMol25 structures with the same formula, charge and spin	115.9	kcal/mol